Record 1
94
Properties=species:S:1:pos:R:3:forces:R:3 method="wB97M-V/def2-TZVPD" homo_ha="-0.311 / -0.311" multiplicity=1 charge=+1 lumo_ev="-2.03 / -2.03" e_above_lowest_ev=0.000 orbital_gap_ev="6.44 / 6.44"
C 2.36288 -1.27118 -0.90061 0.524 -0.066 0.015
C 1.57503 0.83250 -1.75220 -3.157 0.255 -0.865
C 3.39554 -1.30368 -1.84983 -0.722 -1.080 1.747
C 2.37633 0.57050 -2.93081 0.649 0.135 0.049
C 3.35311 -0.41162 -2.91169 -1.139 1.491 0.082
H 4.17537 -2.05673 -1.74881 -0.244 0.101 -0.147
H 2.28810 1.23771 -3.80056 0.124 -0.148 0.588
H 4.10197 -0.43457 -3.67819 0.084 -0.208 -0.446
N 1.43648 -0.26650 -0.85242 1.660 0.469 -0.434
P 0.54895 -2.51205 0.87047 0.598 -0.806 -0.339
P 0.07299 2.33816 -0.02107 -0.100 -0.412 -0.638
C 2.25592 -2.41396 0.18642 0.349 0.742 -0.845
H 2.53654 -3.39380 -0.24637 -0.027 0.572 0.078
H 2.98461 -2.19543 0.99678 -0.520 -0.102 -0.431
C -1.52262 -0.22645 2.19276 -4.197 -1.103 2.989
O -2.40093 -0.49736 2.93989 3.217 0.887 -3.340
C 0.73136 2.01266 -1.61957 0.375 -3.698 -1.581
H 0.57611 2.65760 -2.49670 0.444 -0.438 0.566
C -1.62008 3.32650 -0.15448 0.685 -0.326 0.270
C 1.54325 3.43628 0.30591 -1.009 0.159 0.516
C -0.38076 -3.62409 -0.38263 -0.165 0.146 0.542
C 0.81426 -3.32940 2.53353 -0.219 -0.113 -0.335
C -2.75568 2.48681 0.45789 -0.015 -0.001 -0.054
H -2.54324 2.22388 1.49807 -0.027 0.084 -0.035
H -3.68569 3.07661 0.43367 0.256 -0.069 0.074
H -2.95466 1.56666 -0.09209 0.108 0.062 0.054
C -1.52624 4.61411 0.66641 -0.149 0.167 -0.020
H -1.30975 4.39482 1.71673 -0.053 0.067 -0.148
H -0.77224 5.30369 0.28177 -0.139 -0.105 0.078
H -2.49437 5.13444 0.63356 0.145 -0.126 -0.021
C -1.96674 3.62149 -1.61144 -0.064 0.278 0.184
H -2.89282 4.22486 -1.62720 0.149 -0.413 -0.096
H -1.20843 4.23899 -2.10396 0.004 -0.217 0.003
H -2.09528 2.67852 -2.16160 -0.097 0.549 0.206
C 1.40899 3.92251 1.75020 0.698 0.419 0.146
H 0.98591 3.13667 2.39674 0.152 0.214 -0.146
H 2.41997 4.16319 2.09733 -0.214 0.208 0.344
H 0.78187 4.81564 1.81733 0.218 -0.196 0.137
C 2.82008 2.58405 0.17361 -0.041 0.234 -0.144
H 2.78783 1.69318 0.81057 0.072 0.094 0.013
H 3.01314 2.26872 -0.85916 -0.020 0.217 0.522
H 3.65553 3.21828 0.46863 0.114 -0.008 0.241
C 1.53440 4.55567 -0.75777 0.540 0.451 0.093
H 1.00057 4.31837 -1.68990 0.225 0.067 0.602
H 1.11575 5.48569 -0.36209 0.236 -0.075 -0.031
H 2.57321 4.73239 -1.06288 -0.157 0.278 0.053
C -0.56818 -3.57529 3.16401 0.127 -0.142 0.206
H -0.41313 -3.98157 4.17489 -0.136 0.106 -0.191
H -1.15101 -2.64669 3.24917 0.183 -0.328 0.009
H -1.15842 -4.31129 2.60076 0.189 0.213 0.148
C 1.61150 -2.34349 3.40786 -0.080 0.001 -0.004
H 2.62665 -2.18691 3.01825 -0.260 -0.017 0.201
H 1.11207 -1.36894 3.49576 0.118 -0.194 -0.063
H 1.69473 -2.77586 4.41750 0.020 0.157 -0.269
C 1.61419 -4.63970 2.42873 0.026 -0.152 0.347
H 2.49744 -4.54651 1.78235 -0.221 -0.019 0.189
H 1.96953 -4.89369 3.43731 -0.010 0.001 -0.194
H 1.00862 -5.48377 2.08402 0.216 0.298 0.092
C 0.02203 -3.21916 -1.81213 0.062 0.069 -0.037
H 1.06750 -3.47018 -2.03075 -0.204 0.025 0.050
H -0.60430 -3.78262 -2.52245 0.129 0.133 0.231
H -0.11050 -2.14797 -2.01393 -0.004 -0.296 0.160
C -1.90141 -3.39964 -0.18416 -0.031 0.067 -0.197
H -2.18509 -2.38817 -0.52396 0.080 -0.511 0.307
H -2.43555 -4.12683 -0.83483 0.193 0.338 0.530
H -2.21435 -3.52931 0.87551 0.099 -0.017 -0.757
C -0.06685 -5.11273 -0.17925 -0.094 -0.120 -0.187
H 1.00994 -5.32445 -0.20503 -0.253 0.024 0.041
H -0.50354 -5.50946 0.74726 0.171 0.149 -0.266
H -0.52972 -5.67068 -1.00765 0.117 0.141 0.162
Zn 0.07541 -0.20682 0.67083 -0.633 1.141 -0.880
N -1.63925 -0.27083 -0.99140 -0.214 1.362 -1.682
C -1.78656 0.21294 -2.04661 1.033 -1.602 -0.203
C -2.07978 0.33544 -3.57556 0.475 0.647 0.259
C -1.32797 1.45597 -4.33355 0.398 0.567 0.095
C -1.57593 -0.98746 -4.21077 0.193 -0.486 0.603
C -3.60720 0.57158 -3.55743 -0.255 0.005 0.485
H -1.48981 2.45982 -3.92116 -0.085 -0.363 -0.166
H -0.23456 1.29753 -4.33926 -0.513 -0.106 0.121
H -1.65058 1.49266 -5.39383 -0.059 -0.303 0.621
H -1.91318 -1.83809 -3.59094 0.061 0.222 -0.451
H -1.88994 -1.16257 -5.26928 0.137 0.514 0.891
H -0.46285 -0.95511 -4.14340 -0.749 -0.214 -0.253
H -3.98568 1.28950 -4.32044 0.359 -0.969 0.190
H -4.07293 -0.43165 -3.55255 -0.264 0.720 -0.308
H -3.84642 1.03894 -2.58327 -0.196 -0.164 -0.511
N 1.04673 1.15957 5.11166 -0.121 -0.264 0.555
C -0.08511 0.69307 4.52368 0.468 0.655 -0.885
N -0.95093 -0.00412 5.29177 -0.540 0.032 -0.625
O -0.25870 0.91800 3.28471 0.541 -0.087 1.699
H 1.23603 1.02176 6.10970 -0.091 0.220 -0.900
H 1.68367 1.70782 4.54454 -0.249 -0.233 0.252
H -1.86662 -0.23168 4.88341 0.883 0.183 0.583
H -0.80651 -0.06570 6.28564 -0.165 -0.039 -0.095

=====

Record 2
116
Properties=species:S:1:pos:R:3:forces:R:3 method="wB97M-V/def2-TZVPD" homo_ha=-0.264 multiplicity=1 charge=0 lumo_ev=-4.59 orbital_gap_ev=2.60
O 1.15617 -7.35772 -1.75096 -3.254 -0.177 2.455
V -0.03743 -7.51265 -0.63827 5.336 -1.569 0.086
O 0.65642 -8.37762 0.56624 -2.122 2.086 -2.601
C 0.55332 -0.59921 -1.51684 0.747 0.449 -0.571
C -0.60069 -0.73957 -0.55371 -0.023 -3.713 0.276
C -1.71141 0.20621 -0.81544 -0.166 0.601 0.165
O -0.92463 -2.13519 -0.40333 0.125 1.948 -0.252
H 0.96506 0.40409 -1.40753 0.201 0.118 0.033
H 0.26128 -0.67245 -2.56443 -0.299 -0.238 -0.010
H 1.35430 -1.31696 -1.33973 -0.171 -0.030 0.153
H -0.21695 -0.44648 0.42351 0.443 0.047 0.537
H -2.29095 0.27339 0.10528 -0.380 0.149 -0.258
H -2.34070 0.01443 -1.68452 0.096 -0.197 0.037
H -1.15997 1.13579 -0.95648 -0.556 0.530 -0.078
C -9.31800 3.42722 -0.15169 0.936 0.151 0.043
C -8.21525 4.43768 0.15577 0.377 1.241 -1.142
O -8.83669 5.71706 -0.23464 -1.351 -0.204 1.430
S -10.43827 5.76508 0.21495 1.653 0.986 -1.871
O -11.15742 6.30371 -0.94101 1.016 -1.481 2.357
O -10.57318 6.45101 1.49343 -0.022 -2.146 -1.820
O -10.47632 4.09392 0.24122 -2.708 2.305 0.898
H -9.37310 2.52172 0.45257 0.700 -0.041 -0.151
H -9.31342 3.19798 -1.21730 -0.255 -0.028 -0.031
H -7.39099 4.52107 -0.55256 0.144 -1.037 0.121
H -7.80099 4.41806 1.16379 -0.488 0.257 0.165
C -5.31575 -3.49271 6.01069 0.357 -1.726 0.790
C -4.13797 -2.77640 6.60361 -0.123 0.045 0.245
O -3.66169 -3.57582 7.64234 0.101 -1.917 1.702
S -4.92436 -4.30492 8.46632 1.624 0.284 -0.531
O -5.35108 -3.36513 9.48356 0.327 -1.691 -1.120
O -4.54622 -5.69776 8.77217 -1.214 3.498 -0.828
O -5.88287 -4.19026 7.17593 -1.418 0.358 2.183
H -5.21807 -4.49150 5.58528 1.034 1.073 -2.219
H -5.91577 -2.71704 5.53487 -0.784 -0.753 0.119
H -4.57159 -1.89758 7.08083 0.353 0.626 -0.360
H -3.30363 -2.58478 5.92887 -0.242 0.207 0.021
C 7.40499 -5.24634 -4.10226 0.198 0.540 -0.975
C 7.46283 -4.62971 -5.46880 -1.458 -0.478 -1.133
O 8.50764 -5.33238 -6.18878 0.452 -0.335 -0.373
S 9.41581 -6.20136 -5.17435 0.747 -1.739 1.118
O 10.87073 -5.97864 -5.29441 -4.024 -0.013 0.077
O 8.91854 -7.58585 -5.05961 1.049 2.868 -0.850
O 8.79260 -5.40680 -3.91761 1.996 -0.366 1.877
H 6.93019 -6.22688 -4.06770 -0.230 0.151 -0.030
H 6.91400 -4.50344 -3.47368 0.587 -0.369 0.700
H 7.63765 -3.55437 -5.50342 0.455 -0.168 0.270
H 6.48745 -4.80542 -5.92251 0.225 -0.094 -0.680
O 2.52427 -2.42463 7.44222 0.931 -0.096 0.268
S 3.37589 -3.58114 7.41247 -1.502 -2.690 -1.050
O 4.76756 -3.62382 7.73851 -0.132 0.834 0.935
O 2.56326 -4.80225 8.22458 0.744 1.653 -0.396
C 2.74524 -4.78556 9.66886 -0.059 0.348 0.286
C 2.06745 -3.60821 10.39922 -0.433 -0.774 -0.857
C 3.28506 -4.33902 5.78371 -0.108 -0.241 0.624
H 3.82395 -4.71687 9.80944 0.008 -0.422 0.395
H 2.32384 -5.73982 9.98495 0.307 0.017 0.018
H 1.99089 -3.75472 11.47661 0.916 0.060 0.075
H 1.00482 -3.58785 10.15735 0.015 0.282 -0.609
H 2.57719 -2.70345 10.06803 -0.351 0.220 0.556
H 2.38883 -4.95726 5.73237 -0.363 0.708 -0.256
H 4.08599 -5.06586 5.64839 0.319 0.454 0.242
H 3.37318 -3.49119 5.10436 -0.300 -0.349 -0.237
O 7.81570 2.30986 4.13691 -0.444 1.740 -1.708
S 7.61322 3.69306 3.72804 0.064 1.318 1.453
O 8.44305 4.70053 4.39687 -0.704 -1.220 -1.824
O 7.56989 3.83934 2.03313 0.153 -1.762 3.164
C 7.43529 5.08009 1.39445 1.713 1.037 -1.661
C 6.70178 4.88552 0.08819 -1.335 0.402 -0.950
C 5.89516 4.21045 4.00049 0.689 -1.273 -0.981
H 8.44827 5.34092 1.08796 0.313 0.046 -0.048
H 7.19620 5.98005 1.96103 -0.905 -0.503 0.561
H 6.78865 5.74428 -0.57746 0.702 0.293 0.177
H 5.61322 4.82954 0.08643 -0.202 -0.373 0.874
H 7.01611 4.03007 -0.50973 0.422 -0.089 0.419
H 5.80626 5.28374 3.83243 0.027 -0.209 0.337
H 5.53230 3.80152 4.94347 0.195 0.403 0.005
H 5.46040 3.65256 3.17113 -0.700 0.200 0.177
O -4.80443 -6.86477 -4.68345 -1.910 1.031 -1.768
S -5.85619 -6.26033 -5.51383 -0.882 -2.820 1.457
O -5.58797 -5.24283 -6.46600 0.199 0.424 -0.224
O -6.61097 -7.54297 -6.34507 0.139 1.600 0.446
C -7.69506 -7.12496 -7.28834 -0.861 -0.676 1.024
C -8.66551 -8.33390 -7.66778 2.170 0.587 -0.336
C -7.21962 -5.70960 -4.36833 1.408 0.043 0.102
H -7.27585 -6.58850 -8.13957 0.190 -0.471 -0.016
H -8.31193 -6.40601 -6.74919 0.022 0.178 -0.086
H -9.52179 -8.49295 -7.01235 0.196 0.309 -0.066
H -8.07464 -9.24810 -7.72445 0.059 -0.104 0.400
H -8.93433 -8.20715 -8.71647 -0.535 0.319 0.162
H -7.00321 -4.67402 -4.10597 -0.255 0.308 -0.816
H -7.05348 -6.14924 -3.38485 -0.199 -0.873 -0.400
H -8.20815 -5.88595 -4.79238 0.277 0.140 0.151
C 2.98037 5.49433 -7.82989 -0.715 0.007 -0.099
C 2.17142 6.51654 -8.31415 -0.612 -0.199 -1.165
C 0.75417 6.45307 -8.25300 0.985 -0.888 1.240
C 0.17874 5.47702 -7.42173 1.821 -0.759 -0.335
C 1.02411 4.42372 -6.92928 -0.481 0.831 -0.361
C 2.39850 4.41188 -7.19467 -0.532 0.770 0.598
H 4.04929 5.43060 -7.97046 0.090 0.586 -0.113
H 2.64529 7.28917 -8.90140 -0.068 0.231 -0.025
H 0.08685 7.09539 -8.80844 0.289 0.497 0.151
H -0.87466 5.55997 -7.19841 -0.088 -0.484 -0.033
H 0.60989 3.60494 -6.35970 -0.202 0.053 0.125
H 3.11303 3.71686 -6.77898 -0.488 -0.646 0.018
C 0.44140 7.80005 1.33027 -0.118 -1.499 -1.024
C 1.09156 7.98935 0.12530 -1.123 -1.051 0.152
C 1.94458 9.02912 -0.04070 1.292 2.155 0.156
C 2.28524 9.88706 1.03956 -1.904 -1.298 0.731
C 1.63800 9.61402 2.28234 2.041 1.148 -1.955
C 0.76852 8.56164 2.38491 -0.215 1.131 2.392
H -0.27236 6.99183 1.39131 -0.058 -0.061 0.242
H 0.84196 7.25619 -0.62741 0.171 0.354 -0.564
H 2.28047 9.29839 -1.03120 0.404 -0.254 -0.102
H 2.91137 10.76196 0.94519 0.114 -0.109 -0.215
H 1.87239 10.26176 3.11414 -0.117 -0.115 0.224
H 0.36671 8.44159 3.38017 -0.476 -0.412 -0.039

=====

Record 3
97
Properties=species:S:1:pos:R:3:forces:R:3 method="wB97M-V/def2-TZVPD" homo_ha=-0.615 multiplicity=1 charge=+3 lumo_ev=-7.93 orbital_gap_ev=8.80
Al 0.33931 -0.24635 -0.41264 0.677 -0.493 -0.113
C 0.18881 2.46685 3.95856 -0.267 0.105 0.058
C 0.71681 2.29105 2.58856 0.452 0.123 -0.188
C 1.69801 3.02625 1.94936 -0.198 -0.426 0.159
C 1.80951 2.52185 0.65156 -0.189 -0.285 0.289
N 0.97671 1.45175 0.54766 -0.274 -0.198 0.000
N 0.27611 1.35945 1.72446 0.394 0.394 0.439
B -1.17519 0.85375 1.62566 0.060 -0.048 0.112
N -1.20929 -0.68265 1.72486 -0.253 -0.495 0.439
N -1.07869 -1.37795 0.54846 0.113 0.332 0.003
C -1.83939 -2.50055 0.65156 0.198 0.265 0.308
C -2.35579 -2.54975 1.94856 0.368 0.319 0.145
C -1.96059 -1.38905 2.58786 0.007 -0.473 -0.185
C -2.29379 -0.94075 3.95706 -0.181 0.224 0.054
C -2.41049 -3.35885 -0.45814 -0.087 -0.099 -0.281
C -3.00429 -4.64655 0.13156 0.101 0.106 -0.025
C -1.50159 -3.74885 -1.62774 -0.337 0.003 0.132
C -3.55589 -2.49885 -1.02894 0.054 -0.089 -0.007
N -1.71979 1.24945 0.25026 -0.234 0.169 0.091
N -1.14359 0.83055 -0.92474 -0.016 0.011 -0.665
C -1.86169 1.35245 -1.94004 0.105 -0.076 0.307
C -2.89569 2.10395 -1.40744 0.086 -0.062 0.357
C -2.78049 2.02025 -0.02674 -0.093 0.066 -0.638
C -3.64069 2.64545 0.99946 -0.015 0.013 0.222
C -1.55229 1.12805 -3.38744 0.066 -0.049 -0.065
C -1.29699 2.48485 -4.06024 0.071 -0.158 0.091
C -2.76359 0.46655 -4.06114 0.173 -0.019 0.095
C -0.32079 0.23315 -3.51214 -0.118 0.087 0.152
C 2.44881 3.33105 -0.45774 0.072 0.120 -0.276
C 3.49241 4.29115 0.13196 -0.073 -0.127 -0.027
C 1.27731 4.15725 -1.02564 0.103 -0.024 -0.008
C 3.09751 2.58775 -1.62944 -0.111 0.320 0.125
H 0.94711 2.91265 4.59546 0.034 0.002 0.061
H -0.14969 1.52915 4.39176 -0.002 -0.016 0.061
H -0.65989 3.15005 3.93576 -0.091 0.021 0.105
H 2.22211 3.85365 2.37596 0.136 0.232 0.047
H -1.81869 1.32205 2.48636 -0.190 0.138 0.279
H -2.98129 -3.30365 2.37446 -0.181 -0.204 0.049
H -2.48519 -1.79935 4.59376 0.008 -0.035 0.062
H -3.20559 -0.34435 3.93196 -0.046 0.079 0.105
H -1.50729 -0.32915 4.39196 0.010 0.006 0.060
H -2.27299 -5.20435 0.71226 0.093 -0.074 0.059
H -3.34859 -5.28845 -0.67394 -0.042 -0.043 -0.093
H -3.86309 -4.43955 0.76196 -0.090 0.012 0.074
H -0.70699 -4.43335 -1.32834 0.182 -0.023 -0.029
H -1.12369 -2.87835 -2.16524 0.116 0.027 -0.082
H -2.11259 -4.29805 -2.34064 0.014 -0.024 -0.086
H -4.20689 -2.13605 -0.23794 -0.075 0.028 0.058
H -4.15089 -3.10305 -1.70674 -0.098 -0.050 -0.152
H -3.15859 -1.64535 -1.57574 0.006 0.147 -0.040
H -3.64279 2.64685 -1.94264 -0.238 0.173 -0.181
H -4.42679 3.21705 0.51906 -0.062 0.045 -0.020
H -3.06169 3.31475 1.63306 -0.022 0.063 0.067
H -4.09889 1.88815 1.63276 -0.067 0.000 0.068
H -2.18749 3.10385 -4.01884 -0.093 0.091 0.011
H -1.04199 2.33805 -5.10534 0.030 -0.020 -0.153
H -0.48529 3.02515 -3.57974 0.129 0.076 0.048
H -3.62739 1.12225 -4.01964 -0.116 0.062 0.011
H -3.02689 -0.47265 -3.58124 -0.031 -0.145 0.047
H -2.54479 0.26995 -5.10614 0.029 -0.023 -0.157
H 0.54531 0.70975 -3.03624 0.172 0.092 -0.077
H -0.08599 0.06315 -4.55944 0.147 -0.108 -0.026
H -0.50679 -0.73815 -3.03704 -0.039 -0.191 -0.075
H 3.03201 5.04415 0.76366 -0.037 0.079 0.074
H 3.99671 4.81685 -0.67344 0.027 0.054 -0.094
H 4.24841 3.76595 0.71136 0.100 -0.066 0.059
H 0.73261 4.66335 -0.23304 -0.051 0.063 0.058
H 0.58711 3.51765 -1.57314 -0.139 -0.052 -0.038
H 1.66831 4.91075 -1.70234 0.017 0.107 -0.150
H 3.99511 2.04385 -1.33274 0.078 -0.166 -0.030
H 3.42861 3.33895 -2.34324 0.026 -0.009 -0.084
H 2.38511 1.95895 -2.16484 0.014 -0.114 -0.075
N 2.54611 -1.84995 3.45176 -0.023 0.013 0.414
C 2.27041 -1.64925 1.98746 0.032 -0.011 -0.765
C 3.48721 -0.95495 1.37796 -0.060 0.153 -0.128
C 3.54971 -1.05005 -0.14944 0.385 -0.538 0.363
N 2.48541 -0.24365 -0.78894 -0.176 0.932 -0.642
C 3.44191 -2.50025 -0.59084 -0.288 0.208 -0.059
C 2.09561 -3.05045 -0.14994 0.631 -0.202 0.365
N 1.00021 -2.28705 -0.78954 -0.946 -0.116 -0.650
C 1.98551 -3.02075 1.37746 -0.159 0.019 -0.128
H 2.74471 -0.96275 3.93356 -0.090 -0.161 -0.056
H 3.37561 -2.45255 3.57186 -0.231 0.168 0.019
H 1.76361 -2.31325 3.93326 0.127 0.136 -0.057
H 1.38411 -1.00505 1.89666 0.143 -0.119 0.409
H 4.39681 -1.42555 1.75326 0.144 -0.002 0.031
H 3.50541 0.09535 1.67196 0.049 0.081 0.157
H 4.52421 -0.65765 -0.46214 -0.164 0.046 0.037
H 2.56801 -0.40325 -1.79454 0.195 0.059 -0.070
H 2.76091 0.73455 -0.67604 -0.096 -0.328 -0.091
H 4.25261 -3.08965 -0.15894 -0.026 0.018 -0.039
H 3.53931 -2.57085 -1.67484 0.072 -0.052 -0.099
H 2.02331 -4.09845 -0.46284 -0.093 0.142 0.036
H 0.15491 -2.85135 -0.67724 0.282 0.195 -0.091
H 1.17801 -2.31575 -1.79514 0.002 -0.202 -0.067
H 2.71381 -3.74085 1.75276 0.047 -0.137 0.031
H 0.99211 -3.36225 1.67116 -0.069 -0.071 0.155